[1]
DFT (the ωB97M-V functional and the def2-TZVPD basis) results for a cluster of 10 separate species, C5H30N2O10 in total in a non-equilibrium geometry.

Geometry as XYZ:
```
47
Properties=species:S:1:pos:R:3
N -1.55 -2.11 2.40
C -2.02 -2.28 1.02
C -1.11 -1.63 -0.01
N -1.07 -0.28 0.10
C -0.65 1.61 -1.50
C -0.04 0.45 -0.70
C 0.99 1.07 0.30
O -0.39 -2.24 -0.78
H -2.21 -2.63 2.96
H -1.54 -1.13 2.65
H -2.13 -3.35 0.85
H -3.01 -1.83 0.89
H -1.60 0.27 0.76
H -0.61 1.38 -2.56
H -0.05 2.50 -1.37
H -1.66 1.79 -1.11
H 0.38 -0.38 -1.25
H 1.85 1.11 -0.37
H 0.61 1.98 0.76
H 1.06 0.34 1.11
H 4.15 1.29 -2.56
H 2.97 0.34 -2.59
O 3.48 0.93 -1.99
H 4.29 -3.03 -0.67
H 3.40 -4.32 -0.95
O 3.49 -3.50 -0.46
H 0.20 1.66 3.44
H 1.00 2.73 4.15
O 0.27 2.62 3.54
H -3.13 1.64 -4.09
H -2.66 0.90 -2.91
O -2.72 0.80 -3.86
H -2.84 2.53 1.47
H -4.20 1.57 1.26
O -3.28 1.72 1.15
H 2.32 -0.52 3.30
H 2.47 0.83 2.75
O 1.92 0.35 3.37
H 0.20 -3.91 -1.78
H 1.60 -3.40 -1.62
O 1.05 -3.89 -2.23
H -1.31 3.49 2.34
H -2.09 4.83 2.38
O -2.04 3.99 1.93
H 2.29 -1.67 -2.49
H 1.53 -1.42 -3.71
O 2.39 -1.24 -3.34
```

## Properties
Relative energy (zero: lowest compared OMol25 entry of this formula, charge and spin) (kcal per mole): 44.3
Total charge: 0
SMILES: CC(C)NC(=O)CN.O.O.O.O.O.O.O.O.O
Calculated total energy (eV): -29127.352
Max |F| (eV/Å): 2.9
Lowest unoccupied orbital energy (eV): 0.32

[2]
DFT (the ωB97M-V functional and the def2-TZVPD basis) results for a structure of composition C24H41CaIN3P in a non-equilibrium geometry.

Geometry as XYZ:
```
71
Properties=species:S:1:pos:R:3
C 0.07 -2.06 -0.70
C 2.17 -0.16 0.11
H -0.18 -2.58 0.21
H 1.05 -2.20 -1.06
H -0.68 -2.03 -1.44
H 2.40 0.73 0.65
H 2.30 -1.06 0.65
H 2.48 -0.17 -0.91
C -3.04 -0.74 -0.22
C -4.43 -0.57 -0.06
C -4.89 0.66 0.36
C -4.00 1.69 0.62
H -2.60 -1.69 -0.52
H -5.08 -1.41 -0.26
H -5.96 0.83 0.51
H -4.34 2.66 0.97
N -2.25 0.26 0.01
C -2.62 1.47 0.44
C -1.60 2.48 0.71
N -0.31 2.17 0.60
C 0.69 2.97 0.84
C -0.88 4.70 1.36
C 0.43 4.29 1.23
H 1.70 2.58 0.72
H 1.27 4.95 1.42
C -1.91 3.80 1.10
H -2.95 4.09 1.19
H -1.12 5.71 1.67
Ca -0.05 0.07 -0.04
I -0.25 -0.68 2.74
C 4.80 -1.95 -3.73
C 3.84 -1.54 -2.59
C 3.62 -2.78 -1.71
C 4.69 -0.52 -1.76
P 1.96 -0.90 -3.40
N 0.94 -0.12 -2.56
C 2.38 0.43 -4.83
C 2.99 -0.17 -6.11
C 1.08 1.19 -5.18
C 3.36 1.46 -4.25
C 1.07 -2.53 -4.33
C 2.08 -3.37 -5.13
C 0.41 -3.53 -3.37
C -0.04 -2.02 -5.26
H 5.70 -2.41 -3.29
H 5.14 -1.09 -4.30
H 4.41 -2.71 -4.43
H 4.61 -3.14 -1.36
H 3.06 -2.58 -0.79
H 3.17 -3.62 -2.25
H 4.87 0.44 -2.27
H 4.40 -0.32 -0.74
H 5.69 -0.97 -1.61
H 2.29 -0.82 -6.65
H 3.23 0.66 -6.80
H 3.92 -0.72 -5.95
H 0.67 1.68 -4.31
H 1.32 1.94 -5.94
H 0.31 0.54 -5.61
H 3.01 1.87 -3.30
H 4.37 1.03 -4.15
H 3.47 2.29 -4.97
H 1.53 -4.14 -5.70
H 2.65 -2.80 -5.87
H 2.74 -3.92 -4.47
H -0.57 -3.17 -3.01
H 0.12 -4.43 -3.93
H 1.05 -3.86 -2.55
H -0.76 -1.41 -4.73
H 0.35 -1.50 -6.14
H -0.57 -2.90 -5.68
```

## Properties
Total charge: 0
Calculated total energy (eV): -65845.305
Max |F| (eV/Å): 2.8
Lowest unoccupied orbital energy (alpha / beta) (eV): -2.07 / -2.06

[3]
DFT (the ωB97M-V functional and the def2-TZVPD basis) results for the molecule C2H4FI in a non-equilibrium geometry.

Geometry as XYZ:
```
8
Properties=species:S:1:pos:R:3
C 0.14 -0.03 0.32
C -0.15 -0.89 -0.93
F -0.73 -1.99 -0.61
I 1.65 -1.43 -2.07
H 0.63 -0.52 1.24
H 0.80 0.85 0.08
H -0.82 0.22 0.69
H -0.70 -0.31 -1.57
```

## Properties
Relative energy (zero: lowest compared OMol25 entry of this formula, charge and spin) (kcal per mole): 0.0
Total charge: 0
SMILES: C[C@H](F)I
Calculated total energy (eV): -12956.380
Max |F| (eV/Å): 4.4
Lowest unoccupied orbital energy (eV): 0.52